(1)
58
Properties=species:S:1:pos:R:3:forces:R:3:nbo_charge:R:1 method="wB97M-V/def2-TZVPD" charge=0 smiles="CCOc1cc(N2CCCNCC2)cnc1Br.CNC(=O)[C@H](CO)NC(C)=O" total_energy_ev=-104835.9799 e_above_lowest_kcal_mol=0.00
O 3.116547 1.816709 5.690303 0.1645 -0.2061 -0.2266 -0.66
O 0.413114 -0.006282 2.544990 0.0589 -0.2627 0.0871 -0.68
Br 0.941341 -5.176982 -4.817627 -0.1229 0.4506 0.0888 0.05
N 1.649918 -2.509138 -4.393152 -1.6056 -0.2213 0.2405 -0.39
O -1.734613 -3.855949 -4.124441 0.5479 0.6217 0.1071 -0.49
O 0.446515 -2.359016 4.112476 0.1381 -0.0979 0.2132 -0.72
C 1.995841 1.768041 6.179781 0.8875 0.8331 0.3073 0.69
C 1.258146 0.373406 3.356087 -0.8185 0.3182 -0.4841 0.66
C 1.441945 -1.220721 -4.082809 -0.2591 -0.1181 0.0622 -0.04
C 0.597023 -3.344815 -4.393446 0.5539 0.8316 0.1053 0.06
C -0.907888 -1.566712 -3.766824 0.1347 -0.5726 -0.2028 -0.32
C -0.716304 -2.921628 -4.091981 -0.3471 0.0026 0.0061 0.28
C 0.178143 -0.681111 -3.743653 0.0184 0.7822 0.2675 0.17
N 2.154362 1.319847 3.054829 0.7974 0.2948 0.5105 -0.61
N 0.042851 2.103996 -0.800534 0.1325 0.5788 0.1155 -0.65
N 0.012063 0.680879 -3.376154 0.4576 -0.1757 -0.1658 -0.44
N 1.076995 0.876361 5.807747 -0.7524 -0.8579 -0.5125 -0.60
C 1.592278 2.755345 7.250255 0.0124 -0.0977 -0.0862 -0.71
C 2.245309 2.011396 1.771362 -0.4934 -0.3017 0.2254 -0.42
C -3.973763 -4.665672 -3.732943 0.4050 -0.0868 -0.1546 -0.62
C -3.061409 -3.447624 -3.760963 -0.0819 -0.0576 0.0832 -0.06
C 0.901218 2.573466 -1.906712 -0.9726 -0.7662 0.1540 -0.23
C 1.195944 1.466220 -2.930993 -0.3646 -0.2796 -0.4132 -0.22
C -1.413358 2.212559 -0.967426 0.5414 -0.6524 -0.2746 -0.21
C -1.319375 1.331773 -3.360532 0.6186 -0.8790 0.4734 -0.22
C -1.956917 1.197176 -1.972894 -0.5216 0.4822 -0.1025 -0.43
C 0.255574 -1.300290 5.023540 0.0473 0.2550 -0.6980 -0.06
C 1.281073 -0.178560 4.797387 0.3895 0.1555 0.3723 -0.16
H 0.250457 -2.011674 3.229760 0.0181 0.1387 0.1084 0.49
H 2.310762 -0.571981 -4.104410 -0.0068 -0.1694 -0.0519 0.19
H -1.892325 -1.205622 -3.511021 -0.0366 -0.0921 -0.0052 0.22
H 2.790531 1.599260 3.796740 -0.0648 -0.1245 -0.0480 0.43
H 0.302612 1.158377 -0.507502 -0.1266 0.4294 -0.1071 0.37
H 0.175098 0.927730 6.252985 -0.0616 -0.0481 -0.1004 0.40
H 1.444341 2.226136 8.189749 -0.1224 0.0708 0.1102 0.23
H 0.674013 3.261394 6.958034 -0.1166 0.0304 0.1369 0.23
H 2.387625 3.490320 7.370615 -0.0922 -0.1497 -0.0426 0.25
H 3.045307 2.752194 1.802519 -0.0455 -0.1820 0.1608 0.21
H 2.449033 1.292994 0.975668 -0.0265 0.0730 -0.0484 0.20
H 1.300499 2.515169 1.556630 0.1007 -0.0764 -0.1675 0.23
H -4.003794 -5.138999 -4.719056 -0.0120 0.0243 0.1618 0.22
H -4.989639 -4.370593 -3.455101 0.1532 0.0412 -0.0366 0.21
H -3.610147 -5.395080 -3.002870 -0.0624 0.0828 -0.1282 0.22
H -3.444926 -2.721025 -4.484869 0.1457 0.0688 0.0067 0.17
H -3.061084 -2.987125 -2.767401 0.1609 0.0829 -0.0541 0.17
H 0.437106 3.429708 -2.406356 -0.0885 -0.0469 0.2599 0.19
H 1.853883 2.921710 -1.494893 -0.0121 -0.0503 -0.1294 0.20
H 1.914208 0.796776 -2.447163 -0.1549 -0.1841 -0.2021 0.20
H 1.685948 1.910450 -3.803339 0.2090 0.0320 0.0024 0.19
H -1.675734 3.226601 -1.287632 0.1843 -0.0251 0.0378 0.18
H -1.894934 2.041698 0.001345 0.1598 0.0866 -0.0457 0.20
H -1.970284 0.878584 -4.114472 0.2636 -0.0787 -0.0078 0.21
H -1.237107 2.387574 -3.637837 0.2002 -0.1027 0.0077 0.20
H -1.799410 0.186269 -1.586247 0.0068 0.0193 -0.0855 0.21
H -3.035484 1.351136 -2.066563 -0.1447 -0.0618 0.0307 0.20
H -0.754129 -0.904744 4.904838 -0.1710 0.2098 0.1249 0.17
H 0.365007 -1.687833 6.037144 0.0680 -0.0431 -0.0672 0.19
H 2.269992 -0.612079 4.955033 0.1093 0.0721 0.0811 0.23

***

(2)
66
Properties=species:S:1:pos:R:3:forces:R:3:nbo_charge:R:1 method="wB97M-V/def2-TZVPD" charge=+1 total_energy_ev=-202089.6753
O 3.374486 -2.175599 1.176103 -0.0580 1.0527 -0.4356 -0.70
C 4.139599 -1.020053 0.921491 0.9232 -1.4277 2.5459 0.20
C 5.668741 -1.445560 1.092473 -1.2006 0.9704 -0.0021 -0.11
O 6.458744 -0.630701 0.208001 -0.3798 0.1877 -0.3392 -0.52
C 5.997553 0.731868 0.220746 -0.6045 0.0793 1.4435 -0.09
C 4.564114 0.879440 -0.493527 2.4824 1.1608 -0.0350 -0.28
N 3.897993 -0.450119 -0.462364 -0.9118 0.1651 0.1732 -0.40
C 2.411779 -0.384776 -0.753527 -0.2833 -0.1828 -0.5263 0.10
O 1.826004 0.220512 0.377491 -0.4642 -0.7928 -1.0279 -0.55
C 0.426362 0.076615 0.424000 -3.7283 0.3015 1.0225 0.32
C -0.269289 0.913041 1.419400 -0.2704 -0.6990 -0.6797 -0.30
C -1.701407 0.868107 1.633802 1.4303 -1.4325 -1.7908 -0.18
C -2.509603 -0.056911 0.826553 2.3414 0.7256 -0.5187 -0.21
C -1.843239 -0.890122 -0.170725 0.5303 1.4109 1.6228 -0.20
C -0.386381 -0.827687 -0.370852 -0.4233 0.6721 0.9309 -0.32
H 2.554573 -1.931062 1.649870 0.4882 -0.1261 -0.2281 0.50
H 3.960001 -0.253562 1.724542 -0.2702 -0.3574 -1.3530 0.23
H 5.739266 -2.540457 0.884474 0.3256 1.0029 -0.1670 0.23
H 5.930850 -1.227066 2.167051 -0.2239 -0.3404 -1.0518 0.22
H 6.753019 1.440233 -0.201607 -0.6364 -1.0061 0.0102 0.24
H 5.869246 1.040883 1.303262 0.1800 -0.2298 -1.0092 0.18
H 4.798406 1.235870 -1.533943 -0.9165 -0.5907 0.8557 0.25
H 3.994548 1.641860 0.097276 0.0930 -0.9213 -0.8011 0.25
H 4.291535 -1.116739 -1.147934 0.1724 0.5181 0.2985 0.45
H 2.214583 0.204434 -1.696610 0.4367 -0.4462 0.9545 0.22
H 2.103863 -1.446030 -0.934290 0.1371 0.9005 0.4536 0.22
H 0.338422 1.611193 2.051118 -0.6617 -0.6325 -0.8233 0.23
H -2.112514 1.551944 2.412273 0.1770 -0.8548 -0.8182 0.24
H -3.627468 -0.088056 1.032900 2.5401 0.3461 -1.9537 0.23
H -2.493626 -1.594900 -0.740519 0.9563 0.6667 0.3503 0.24
H 0.087658 -1.503981 -1.121516 -0.6602 0.6710 0.6702 0.22
C -5.822299 -1.512624 -1.918443 -0.2856 -0.0841 -0.0743 -0.39
Cl -5.727866 -0.899402 -0.262217 -0.1856 -0.1707 -0.2744 -0.03
Cl -4.486813 -0.903270 -2.904778 0.0252 -0.0382 -0.0697 -0.03
H -5.776484 -2.597867 -1.895687 0.1090 0.1116 0.0453 0.23
H -6.761592 -1.192100 -2.360589 0.1292 0.0792 0.0381 0.23
C -4.273217 0.153507 -6.704312 -0.0251 0.1545 0.1613 -0.40
Cl -5.550198 -0.396330 -7.795880 -0.0335 0.0035 0.0689 -0.02
Cl -2.761686 -0.715116 -6.999353 0.0301 0.0520 0.0914 -0.03
H -4.106762 1.215513 -6.862614 0.0173 -0.1254 -0.1149 0.22
H -4.587089 -0.021750 -5.677633 0.0196 -0.1084 -0.1708 0.23
C 7.170455 -2.794545 4.386735 0.1340 -0.1952 -0.0100 -0.40
Cl 5.588188 -3.559005 4.565470 0.0133 -0.0336 -0.0564 -0.01
Cl 7.041211 -1.031324 4.451424 0.1404 0.0878 0.0913 -0.02
H 7.818122 -3.129611 5.192003 -0.1255 0.1043 0.0007 0.24
H 7.594491 -3.082081 3.428173 -0.0946 0.0788 0.0447 0.22
C -8.009775 1.602762 -9.796204 0.1306 -0.0919 0.0109 -0.40
Cl -9.616991 0.881272 -9.653970 0.0486 -0.0924 0.0001 -0.02
Cl -8.093251 3.368232 -9.759672 0.1059 0.0096 -0.0035 -0.03
H -7.395952 1.262039 -8.966160 -0.1685 0.1157 -0.0498 0.22
H -7.565061 1.290234 -10.737076 -0.1348 0.0862 0.0257 0.22
C -5.751491 -1.219621 3.529512 -0.2429 -0.0245 0.2071 -0.40
Cl -5.673825 -0.610408 5.185649 -0.0640 -0.0511 -0.0175 -0.01
Cl -4.405166 -0.603405 2.550227 -1.4100 -0.8567 2.1406 -0.01
H -5.701729 -2.304923 3.550006 0.1302 0.1104 0.0097 0.23
H -6.688227 -0.900592 3.079842 0.1294 0.0797 0.0279 0.23
C 2.026512 0.543448 3.936481 -0.0466 0.0474 0.0173 -0.41
Cl 0.752020 0.409502 5.147052 0.0019 0.0968 -0.1499 0.00
Cl 3.389456 -0.523926 4.312027 0.1459 -0.0753 -0.0934 -0.03
H 1.621168 0.266856 2.966840 0.0346 -0.1050 0.1952 0.21
H 2.378298 1.571713 3.910196 0.0061 -0.3809 0.1466 0.23
C 0.164863 4.624403 4.127478 -0.2223 0.1720 0.1671 -0.39
Cl -1.127283 4.056626 3.065603 0.0149 0.1207 0.0628 -0.01
Cl 1.693289 3.803027 3.775018 0.0431 0.3878 -0.0086 -0.05
H 0.298408 5.692501 3.980633 0.0504 -0.1305 -0.1123 0.23
H -0.111548 4.423629 5.158828 0.0585 -0.1256 -0.1184 0.23

***

(3)
57
Properties=species:S:1:pos:R:3:forces:R:3:mulliken_spin:R:1 method="wB97M-V/def2-TZVPD" charge=+2 multiplicity=2 s_squared=0.78 total_energy_ev=-81532.8389 e_above_lowest_kcal_mol=6.48
Co -0.210270 0.353958 0.449412 -0.2524 0.3998 0.4330 0.96
C 0.141109 -4.917707 -0.027725 -0.0433 0.1725 -0.0412 0.00
N -0.191413 -3.526155 -0.367394 0.0167 -0.1745 -0.0796 0.00
C -0.870154 -3.133411 -1.490957 0.0218 -0.0911 0.0765 0.00
C -1.000865 -1.780713 -1.419093 0.0367 0.0537 0.1023 0.00
N -0.403883 -1.358749 -0.260670 -0.1000 -0.1377 -0.2028 -0.04
C 0.081746 -2.429982 0.364860 -0.1427 -0.0934 -0.1384 0.00
P 0.943015 -2.387594 1.970349 0.0577 -0.1911 0.0295 0.00
C -0.307942 -1.361756 2.801517 -0.0183 0.0528 0.1207 0.01
N -0.833721 -0.261655 2.276664 -0.0544 0.0037 -0.0715 0.02
C -1.760542 0.206197 3.169747 0.0632 0.0186 -0.1092 -0.01
C -1.789125 -0.630136 4.246333 0.1381 -0.0681 0.0362 0.01
N -0.865053 -1.611981 4.004437 -0.0813 -0.0701 0.1059 0.00
C -0.556136 -2.729594 4.905927 -0.0504 0.1264 -0.0901 0.00
C 2.084492 -1.056597 1.491864 0.1815 0.0305 -0.0293 0.01
N 1.725324 0.021027 0.804715 0.1629 0.1357 0.0291 0.03
C 2.854409 0.770331 0.610573 -0.1159 -0.0065 0.0559 0.00
C 3.906080 0.132822 1.199155 0.0322 -0.1582 -0.0467 0.00
N 3.411289 -1.025016 1.736409 0.1105 0.0123 0.1389 0.00
C 4.204784 -2.038706 2.444705 -0.0862 0.1523 -0.0858 0.00
H 0.024834 -5.522275 -0.921397 -0.0036 -0.0031 -0.0127 0.00
H -0.529689 -5.284365 0.745268 -0.0021 -0.0088 0.0109 0.00
H 1.172033 -4.979990 0.308369 0.0065 0.0024 0.0191 0.00
H -1.201737 -3.837563 -2.234928 0.0170 0.0094 0.0216 0.00
H -1.479628 -1.106631 -2.109107 0.0203 -0.0007 0.0182 -0.01
H -2.336737 1.098617 2.992584 -0.0042 -0.0309 -0.0090 0.00
H -2.374103 -0.605431 5.149913 0.0182 -0.0091 -0.0170 0.00
H -1.210349 -2.659282 5.768634 -0.0121 -0.0001 0.0106 0.00
H 0.476471 -2.671441 5.240051 0.0154 0.0087 -0.0055 0.00
H -0.734383 -3.675995 4.402606 0.0043 -0.0194 -0.0053 0.00
H 2.846244 1.704467 0.074654 -0.0115 -0.0114 0.0220 0.00
H 4.948432 0.394602 1.266617 -0.0240 -0.0188 -0.0024 0.00
H 5.202159 -1.638973 2.595315 0.0194 -0.0080 0.0133 0.00
H 4.269706 -2.948481 1.853314 -0.0074 -0.0090 -0.0115 0.00
H 3.759393 -2.250979 3.412508 -0.0024 -0.0133 0.0169 0.00
C -1.290477 5.037449 -0.662914 0.0508 0.0092 -0.0269 0.00
C -0.332924 4.152272 -1.454933 -0.0105 0.0447 0.0952 0.00
Sb -0.846926 2.088791 -1.445585 0.3015 -0.1647 -0.3316 -0.01
C 0.591531 1.403780 -2.892946 0.0017 0.1145 -0.1311 0.00
C 0.458049 1.851619 -4.347614 -0.0163 0.0441 0.0685 0.00
C -2.808918 2.155714 -2.267059 -0.1150 -0.0619 -0.0015 0.00
C -2.926696 2.289945 -3.781848 -0.0075 0.0266 0.0248 0.00
H -0.990529 6.082162 -0.746118 0.0024 -0.0097 0.0073 0.00
H -1.297431 4.781516 0.397634 0.0031 -0.0052 -0.0059 0.00
H -2.313772 4.969785 -1.033015 0.0127 -0.0001 -0.0075 0.00
H 0.686662 4.216481 -1.074004 0.0032 0.0516 -0.0061 0.00
H -0.303821 4.422909 -2.511501 -0.0134 0.0636 0.0175 0.00
H 0.655416 0.318534 -2.809173 -0.0201 -0.0228 -0.0251 0.00
H 1.516424 1.800911 -2.462656 0.0342 -0.0620 -0.0151 0.00
H -0.414269 1.419298 -4.829522 -0.0287 -0.0187 -0.0132 0.00
H 1.332908 1.543026 -4.921267 0.0181 -0.0120 0.0502 0.00
H 0.385650 2.936362 -4.435344 -0.0164 -0.0079 0.0147 0.00
H -3.242077 3.020982 -1.762746 -0.0861 -0.0190 -0.0041 0.00
H -3.339113 1.280357 -1.893549 -0.0554 -0.0087 -0.0444 0.00
H -2.360150 3.138213 -4.166102 0.0115 -0.0008 0.0078 0.00
H -3.970446 2.444388 -4.057451 0.0050 0.0046 0.0235 0.00
H -2.584878 1.394642 -4.297516 0.0151 -0.0210 0.0006 0.00